# 1
Entry from the Open Molecules 2025 dataset: one molecule with the formula C4H7NO2S (ωB97M-V/def2-TZVPD).

Values from the calculation:
HOMO level	-9.2	eV
SMILES	CCONC(=O)C=S
LUMO level	-1.46	eV
frontier orbital gap	7.71	eV
multiplicity	1
relative energy (zero: lowest compared OMol25 entry of this formula, charge and spin)	133.5	kcal/mol

CARTESIAN COORDINATES (ANGSTROEM)
C 2.512 0.393 -0.438
C 1.352 -0.128 0.612
C -2.260 -0.568 0.040
C -2.554 0.875 -0.370
H 2.337 -0.405 -1.280
H 2.071 1.301 -0.957
H 3.699 0.500 -0.265
H 1.233 0.577 1.542
H 1.696 -1.137 1.124
H -0.831 -1.910 0.326
H -3.649 1.256 -0.803
N -0.984 -0.974 0.520
O 0.199 -0.438 -0.186
O -3.227 -1.382 -0.133
S -1.596 2.039 0.269

The net atomic charges from Mulliken, expressed in e, are: -0.852, -0.136, 0.421, -0.112, 0.229, 0.244, 0.289, 0.261, 0.243, 0.319, 0.301, -0.324, -0.174, -0.554, -0.156

# 2
Entry from the Open Molecules 2025 dataset: a 6-piece molecular cluster, C18H36O6 overall (ωB97M-V/def2-TZVPD).

Values from the calculation:
HOMO level	-9.0	eV
SMILES	CC(C)=O.CC(C)=O.CC(C)=O.CC(C)=O.CC(C)=O.CC(C)=O
LUMO level	0.11	eV
frontier orbital gap	9.12	eV
multiplicity	1
relative energy (zero: lowest compared OMol25 entry of this formula, charge and spin)	209.7	kcal/mol

CARTESIAN COORDINATES (ANGSTROEM)
C -0.379 -0.834 -0.192
C 0.384 0.148 0.588
O 0.235 1.446 0.456
C 1.304 -0.415 1.589
H -1.256 -1.019 0.462
H 0.188 -1.643 -0.635
H -0.813 -0.186 -0.923
H 2.202 -0.792 0.866
H 1.139 -1.157 2.376
H 1.639 0.347 1.981
C -2.030 2.208 2.782
C -1.253 2.156 4.020
O -0.948 3.200 4.690
C -0.983 0.786 4.465
H -2.963 1.723 3.079
H -1.656 1.662 1.915
H -2.241 3.267 2.366
H -1.805 0.263 4.932
H -0.172 0.807 5.072
H -0.613 0.098 3.791
C -2.013 -2.957 4.811
C -0.978 -3.144 3.788
O 0.294 -2.797 3.996
C -1.404 -3.684 2.405
H -1.402 -2.515 5.655
H -2.608 -3.938 4.775
H -2.840 -2.327 4.570
H -0.549 -4.213 1.843
H -1.803 -2.744 1.948
H -2.262 -4.432 2.325
C -0.443 4.601 -3.948
C 0.618 3.559 -3.827
O 1.480 3.267 -4.784
C 0.798 2.823 -2.498
H 0.011 5.392 -4.581
H -0.682 5.249 -3.038
H -1.316 4.237 -4.365
H 0.956 3.510 -1.644
H 1.387 2.115 -2.603
H -0.152 2.316 -2.046
C 5.946 -0.050 -1.610
C 4.596 -0.666 -1.023
O 3.572 0.133 -0.580
C 4.610 -2.205 -1.030
H 6.045 0.966 -1.572
H 6.258 -0.642 -2.497
H 6.774 -0.392 -1.108
H 5.613 -2.363 -0.794
H 4.475 -2.305 -2.049
H 3.868 -2.655 -0.572
C -2.364 -1.336 -4.331
C -2.737 -0.120 -3.516
O -2.294 1.101 -3.954
C -3.548 -0.212 -2.194
H -2.397 -2.265 -3.908
H -1.396 -1.033 -4.829
H -2.983 -1.295 -5.186
H -3.158 -1.036 -1.496
H -4.573 -0.580 -2.500
H -3.384 0.570 -1.695

The net atomic charges from Mulliken, expressed in e, are: -0.623, 1.283, -0.642, -1.340, 0.069, 0.413, -0.002, -0.009, 0.250, 0.633, -0.813, 0.835, -0.618, -1.139, 0.329, 0.075, 0.232, 0.371, 0.476, 0.197, -1.194, 0.843, -0.590, -0.733, 0.316, 0.361, 0.322, 0.265, 0.063, 0.384, -1.081, 0.698, -0.625, -0.932, 0.347, 0.314, 0.271, 0.338, 0.539, 0.099, -1.426, 0.901, -0.520, -1.378, 0.394, 0.351, 0.478, 0.375, 0.396, 0.425, -1.259, 0.898, -0.570, -1.152, 0.381, 0.339, 0.406, 0.197, 0.345, 0.438

# 3
Entry from the Open Molecules 2025 dataset: a 6-piece molecular cluster, C6H20O7 overall (ωB97M-V/def2-TZVPD).

Values from the calculation:
HOMO level	-8.9	eV
SMILES	C=C(C)CCC(=O)O.O.O.O.O.O
LUMO level	0.09	eV
frontier orbital gap	9.00	eV
multiplicity	1
relative energy (zero: lowest compared OMol25 entry of this formula, charge and spin)	27.8	kcal/mol

CARTESIAN COORDINATES (ANGSTROEM)
O 0.116 0.150 -1.221
C 0.303 1.045 -0.449
O -0.635 1.336 0.473
C 1.507 1.970 -0.285
C 2.821 1.269 -0.607
C 2.999 0.268 0.526
C 3.488 0.714 1.706
C 2.790 -1.211 0.415
H -1.470 0.855 0.364
H 1.299 2.917 -0.791
H 1.450 2.301 0.763
H 2.625 0.669 -1.518
H 3.742 1.808 -0.790
H 3.752 0.067 2.535
H 3.375 1.766 1.974
H 3.673 -1.809 0.177
H 2.469 -1.581 1.386
H 2.088 -1.335 -0.431
H -0.249 -2.163 2.372
H 0.239 -2.930 1.103
O 0.224 -2.944 2.063
H -2.961 2.294 -2.547
H -1.865 3.389 -2.138
O -2.365 3.005 -2.846
H -4.274 -0.335 0.782
H -3.894 0.750 1.825
O -3.565 0.040 1.280
H -2.841 -3.843 -0.557
H -2.922 -2.747 0.546
O -2.794 -2.896 -0.399
H -2.995 -1.312 -1.244
H -3.072 -0.999 -2.658
O -3.059 -0.507 -1.808

The net atomic charges from Mulliken, expressed in e, are: -0.538, 0.667, -0.483, -0.645, -0.786, 0.725, -1.080, -1.175, 0.342, 0.414, 0.267, 0.306, 0.418, 0.348, 0.277, 0.319, 0.361, 0.290, 0.303, 0.304, -0.622, 0.321, 0.296, -0.635, 0.304, 0.268, -0.590, 0.292, 0.306, -0.657, 0.295, 0.296, -0.507

# 4
Entry from the Open Molecules 2025 dataset: a 8-piece molecular cluster, C36H78O20P2S6 overall (ωB97M-V/def2-TZVPD).

Values from the calculation:
HOMO level	-9.5	eV
SMILES	CCOP(=O)(OCC)OCC.CCOP(=O)(OCC)OCC.O=S1(=O)CCCC1.O=S1(=O)CCCC1.O=S1(=O)CCCC1.O=S1(=O)CCCC1.O=S1(=O)CCCC1.O=S1(=O)CCCC1
LUMO level	-0.18	eV
frontier orbital gap	9.29	eV
multiplicity	1
relative energy (zero: lowest compared OMol25 entry of this formula, charge and spin)	0.0	kcal/mol

CARTESIAN COORDINATES (ANGSTROEM)
C 5.910 -4.521 -4.114
C 6.720 -3.414 -4.861
C 7.213 -2.455 -3.818
S 5.930 -2.351 -2.523
O 5.123 -1.141 -2.677
O 6.546 -2.726 -1.251
C 5.038 -3.811 -3.096
H 6.590 -5.254 -3.680
H 5.234 -5.057 -4.780
H 6.057 -2.985 -5.614
H 7.502 -3.981 -5.365
H 7.639 -1.520 -4.172
H 8.005 -3.021 -3.323
H 4.062 -3.545 -3.506
H 4.761 -4.418 -2.233
C -3.479 0.895 -1.857
C -3.678 -0.315 -0.942
C -4.587 0.008 0.293
S -5.545 1.423 -0.175
O -5.069 2.632 0.514
O -6.966 1.076 -0.238
C -4.835 1.579 -1.879
H -3.083 0.541 -2.808
H -2.790 1.650 -1.473
H -2.741 -0.785 -0.638
H -4.140 -1.069 -1.583
H -4.002 0.393 1.127
H -5.326 -0.745 0.559
H -4.818 2.652 -2.068
H -5.548 1.126 -2.570
C 7.807 1.312 1.234
C 6.971 0.461 0.278
C 5.953 1.446 -0.373
S 6.840 3.076 -0.541
O 6.016 4.117 0.068
O 7.346 3.305 -1.877
C 8.290 2.562 0.497
H 8.654 0.770 1.653
H 7.181 1.646 2.064
H 6.351 -0.292 0.762
H 7.572 -0.065 -0.464
H 5.161 1.613 0.357
H 5.509 1.173 -1.329
H 8.636 3.432 1.050
H 9.047 2.286 -0.237
C 0.196 5.237 0.282
C -0.803 4.091 0.255
C -2.200 4.689 0.104
S -2.102 6.270 0.965
O -2.901 6.162 2.178
O -2.264 7.287 -0.076
C -0.306 6.215 1.350
H 0.319 5.680 -0.707
H 1.165 4.793 0.521
H -0.688 3.528 1.180
H -0.508 3.408 -0.544
H -2.865 3.942 0.537
H -2.462 4.877 -0.936
H -0.126 5.767 2.329
H 0.131 7.208 1.433
C 3.965 4.405 -4.633
C 4.220 3.934 -3.205
C 2.914 3.858 -2.485
S 2.069 5.392 -3.107
O 2.642 6.590 -2.492
O 0.645 5.162 -3.165
C 2.708 5.288 -4.751
H 3.692 3.558 -5.266
H 4.845 4.853 -5.091
H 4.950 4.529 -2.653
H 4.749 2.978 -3.219
H 2.939 3.962 -1.401
H 2.281 3.030 -2.796
H 3.018 6.276 -5.087
H 1.968 4.843 -5.411
C 0.106 -1.556 -0.592
C 1.433 -2.242 -0.141
C 2.625 -1.410 -0.733
S 2.022 0.305 -0.586
O 2.309 0.996 -1.851
O 2.567 0.870 0.623
C 0.227 -0.069 -0.303
H -0.759 -2.038 -0.133
H 0.002 -1.823 -1.647
H 1.508 -3.293 -0.412
H 1.432 -2.150 0.948
H 2.532 -1.545 -1.814
H 3.684 -1.446 -0.491
H -0.355 0.628 -0.903
H 0.021 0.112 0.752
C -4.396 3.516 4.526
C -3.728 2.562 3.550
O -2.540 2.007 4.133
P -1.735 1.022 3.168
O -1.617 1.465 1.746
O -0.283 0.854 3.916
C 0.424 2.026 4.284
C 1.685 1.624 5.023
O -2.394 -0.425 3.459
C -1.855 -1.585 2.836
C -1.845 -2.725 3.800
H -5.475 3.671 4.487
H -4.260 3.114 5.534
H -4.012 4.536 4.496
H -4.399 1.806 3.139
H -3.510 3.177 2.674
H 0.703 2.586 3.390
H -0.171 2.656 4.947
H 1.599 0.977 5.895
H 2.368 1.182 4.297
H 2.170 2.523 5.409
H -2.522 -1.825 2.007
H -0.830 -1.385 2.515
H -0.991 -2.825 4.469
H -2.768 -2.938 4.340
H -1.800 -3.641 3.200
C -9.047 -4.340 1.193
C -7.762 -4.443 2.045
O -6.758 -4.571 1.060
P -5.220 -4.871 1.419
O -4.663 -4.071 2.540
O -5.179 -6.480 1.506
C -5.429 -7.175 0.282
C -5.486 -8.687 0.497
O -4.501 -4.505 0.024
C -3.138 -4.062 0.000
C -2.235 -5.194 -0.537
H -9.979 -4.233 1.747
H -8.948 -3.499 0.509
H -9.107 -5.268 0.625
H -7.620 -3.604 2.726
H -7.781 -5.351 2.653
H -6.398 -6.835 -0.090
H -4.722 -7.004 -0.530
H -5.645 -9.233 -0.431
H -4.534 -8.998 0.926
H -6.311 -8.903 1.175
H -3.179 -3.193 -0.655
H -2.803 -3.764 0.993
H -2.133 -6.054 0.127
H -2.612 -5.612 -1.472
H -1.227 -4.859 -0.786

Mulliken atomic charge list, values in e, 99 entries: -0.719, -0.594, -0.877, 1.263, -0.527, -0.741, -0.749, 0.319, 0.314, 0.312, 0.327, 0.494, 0.369, 0.359, 0.465, -0.120, 0.773, 0.282, 1.053, -0.539, -0.749, -1.026, 0.573, -0.335, -0.942, 0.420, -0.778, 0.476, 0.533, 0.355, -0.751, -0.404, -0.279, 1.238, -0.667, -0.683, -0.843, 0.383, 0.304, 0.275, 0.217, 0.154, 0.267, 0.452, 0.341, -0.521, 0.910, -0.061, 1.080, -0.627, -0.684, -0.853, 0.086, 0.335, -1.000, 0.200, -0.299, 0.531, 0.343, 0.501, -0.951, -0.167, -0.416, 1.307, -0.695, -0.685, -0.765, 0.235, 0.405, 0.318, 0.083, 0.482, 0.164, 0.371, 0.365, -0.061, -1.035, -0.817, 1.390, -0.738, -0.663, 0.221, -0.478, 0.457, 0.553, 0.267, 0.322, 0.475, 0.416, -0.532, -1.484, 0.845, -0.411, -0.004, 0.837, -0.327, 0.222, -1.464, -0.541

In hartree, the energy values for the records above are, in order, -759.86388; -1158.53326; -767.26280; -5995.22745.